[1]
This record from OMol25 describes a 2-piece molecular cluster, C34H34FN2O overall at a distorted geometry. The level of theory is the ωB97M-V functional and the def2-TZVPD basis.

Its charge is +1. As for the HOMO-LUMO gap: 3.583 eV. Its LUMO energy is -6.13 eV. The highest occupied orbital energy is -9.7 eV. Its spin multiplicity is 1. The value obtained for the total energy is -43547.808 eV. As for the largest force on an atom: 1.534 eV/A.

CARTESIAN COORDINATES (ANGSTROEM)
C  -0.37475  3.75308  3.64824
N  -0.92357  2.89191  2.62665
C  -1.68733  3.38738  1.59749
O  -2.07276  4.54550  1.47150
C  -1.99021  2.23013  0.66011
C  -3.49388  2.04996  0.38447
C  -3.83605  0.83030  -0.43426
C  -3.57624  0.83807  -1.80831
C  -3.81952  -0.30502  -2.57426
C  -4.33180  -1.46023  -1.97579
C  -4.63244  -1.45161  -0.60905
C  -4.41964  -0.30089  0.15153
N  -1.38003  1.10158  1.35369
C  -1.13544  -0.04249  0.63836
C  -0.81780  -1.23301  1.20803
C  -0.61713  -2.45973  0.49651
C  -0.48354  -3.68272  1.19961
C  -0.20637  -4.86014  0.52239
C  -0.08084  -4.85254  -0.87487
C  -0.29802  -3.66778  -1.58859
C  -0.58309  -2.48033  -0.91667
C  -0.46660  1.52739  2.43261
C  1.00328  1.46509  2.00392
C  -0.60512  0.69646  3.71274
H  -0.65427  4.77841  3.40466
H  -0.76737  3.47891  4.63628
H  0.71496  3.65128  3.67091
H  -1.48558  2.42196  -0.31513
H  -4.02679  2.01900  1.34513
H  -3.78960  2.95912  -0.16018
H  -3.17674  1.74841  -2.26234
H  -3.59811  -0.28983  -3.64170
H  -4.51425  -2.35724  -2.57409
H  -5.03337  -2.34766  -0.13191
H  -4.67133  -0.27659  1.21466
H  -1.30304  0.05941  -0.43663
H  -0.86120  -1.31703  2.29104
H  -0.59541  -3.66522  2.28676
H  -0.09063  -5.79218  1.07421
H  0.16623  -5.77255  -1.41639
H  -0.25147  -3.65208  -2.67463
H  -0.76420  -1.56054  -1.46798
H  1.13889  1.98166  1.04602
H  1.63155  1.93891  2.76872
H  1.30770  0.41843  1.88361
H  -1.64737  0.67196  4.05585
H  -0.25390  -0.32391  3.54743
H  0.03629  1.12599  4.49319
F  3.71343  4.02116  -0.26755
C  2.85043  3.25457  -1.01700
C  1.80040  3.89755  -1.66201
C  0.92300  3.09362  -2.40567
C  1.09218  1.72121  -2.47185
C  2.16029  1.05741  -1.78469
C  2.20346  -0.36707  -1.86029
C  3.23701  -1.29715  -1.52843
C  3.12951  -2.63222  -2.03761
C  4.02138  -3.62668  -1.67632
C  5.11630  -3.33537  -0.84818
C  5.29142  -2.02351  -0.40065
C  4.38724  -1.02194  -0.73158
C  3.09408  1.89333  -1.09875
H  1.69017  4.97356  -1.60039
H  0.11466  3.56311  -2.96496
H  0.41986  1.10934  -3.07949
H  1.34782  -0.81342  -2.37717
H  2.30620  -2.84708  -2.72447
H  3.88656  -4.63631  -2.06216
H  5.83087  -4.11112  -0.58111
H  6.15961  -1.76727  0.20502
H  4.56398  -0.01938  -0.36452
H  3.97806  1.49469  -0.62373

[2]
This record from OMol25 describes C34H35As2Br2N4O2Re as an isolated structure at a distorted geometry. The level of theory is the ωB97M-V functional and the def2-TZVPD basis.

Its charge is +3. As for the HOMO-LUMO gap (alpha / beta): 4.299 / 4.646 eV. Its LUMO energy (alpha / beta) is -11.15 / -10.82 eV. The highest occupied orbital energy (alpha / beta) is -15.4 / -15.5 eV. Its spin multiplicity is 2. The value obtained for the total energy is -309747.464 eV. As for the expectation value of S²: 0.77. As for the largest force on an atom: 1.631 eV/A.

CARTESIAN COORDINATES (ANGSTROEM)
Re  0.42662  0.96868  -0.74961
C  -0.18371  -1.43220  4.48869
C  -0.19145  -1.87886  3.17637
C  -0.01119  -0.98406  2.13631
C  0.19504  0.36125  2.41193
C  0.18230  0.82383  3.73508
C  -0.00788  -0.07460  4.76108
N  0.44613  1.28706  1.33858
N  0.68988  2.45336  1.74354
C  0.87169  3.41295  0.76124
C  1.17744  4.71067  1.13313
C  1.31070  5.66867  0.14372
C  1.12419  5.29714  -1.18448
C  0.82371  3.98604  -1.48708
N  0.70220  3.04078  -0.52818
H  -0.30972  -2.13439  5.30127
H  -0.32983  -2.92952  2.96106
H  -0.00457  -1.33731  1.12178
H  0.33069  1.86950  3.95255
H  -0.00938  0.27885  5.78198
H  1.29937  4.93612  2.18274
H  1.55016  6.69212  0.39996
H  1.20860  6.01963  -1.98373
H  0.66861  3.67101  -2.50748
C  -2.43014  3.40192  -0.45647
As  -2.08654  1.52642  -0.78098
C  -2.95158  1.34362  -2.49789
C  -3.11632  0.62119  0.58296
C  -3.61888  1.37157  1.64730
C  -4.22552  0.72900  2.71713
C  -4.31495  -0.65383  2.73525
C  -3.82284  -1.39966  1.66600
C  -3.24028  -0.76095  0.57570
As  -2.72995  -1.73224  -1.02014
C  -4.37977  -1.79663  -2.05486
C  -2.45539  -3.58349  -0.52857
H  -2.02187  3.96999  -1.29198
H  -1.97813  3.74827  0.47156
H  -3.50751  3.55914  -0.42480
H  -4.02648  1.44762  -2.35419
H  -2.71472  0.39782  -2.97440
H  -2.60760  2.16309  -3.13498
H  -3.54584  2.45106  1.65607
H  -4.61713  1.31176  3.53957
H  -4.77372  -1.15719  3.57579
H  -3.91219  -2.47785  1.68647
H  -5.08152  -2.44671  -1.53264
H  -4.17796  -2.20807  -3.04096
H  -4.81045  -0.80361  -2.14078
H  -3.34266  -3.97696  -0.03189
H  -1.57935  -3.69334  0.10707
H  -2.29948  -4.13643  -1.45332
C  6.15141  0.94003  -0.50466
C  4.88121  1.00172  -1.29916
C  4.87577  1.05862  -2.69350
C  3.68426  1.10937  -3.41437
C  2.54034  1.08789  -2.67057
Br  0.75883  1.11841  -3.36498
N  2.49060  1.03132  -1.34028
C  3.64826  0.99871  -0.65857
H  7.02251  0.98947  -1.15245
H  6.20426  0.01132  0.06379
H  6.20692  1.76415  0.20640
H  5.81597  1.06153  -3.23085
H  3.66438  1.14241  -4.49403
H  3.57294  0.95599  0.42109
Br  1.87095  -7.51020  0.47465
C  1.66985  -5.75431  -0.12525
C  1.53518  -5.50264  -1.48845
C  1.40749  -4.20096  -1.92917
C  1.37076  -3.14686  -1.01154
C  1.51005  -3.41259  0.35162
C  1.66960  -4.71026  0.79713
C  1.31369  -1.78515  -1.55911
O  1.81826  -1.46898  -2.58949
O  0.49932  -0.85641  -0.85773
H  1.55064  -6.32236  -2.19226
H  1.32820  -3.99118  -2.98736
H  1.53382  -2.60934  1.06940
H  1.81377  -4.92191  1.84724

[3]
This record from OMol25 describes C34H35AsBr2CrN3O4PS as an isolated structure at a distorted geometry. The level of theory is the ωB97M-V functional and the def2-TZVPD basis.

Its charge is +1. As for the HOMO-LUMO gap (alpha / beta): 6.751 / 7.217 eV. Its LUMO energy (alpha / beta) is -3.53 / -3.10 eV. The highest occupied orbital energy (alpha / beta) is -10.3 / -10.3 eV. Its spin multiplicity is 2. The value obtained for the total energy is -297953.836 eV. As for the expectation value of S²: 0.77. As for the largest force on an atom: 2.779 eV/A.

CARTESIAN COORDINATES (ANGSTROEM)
Cr  0.10500  0.30520  0.30910
O  1.98800  -2.65880  1.36920
C  1.63090  -1.53670  1.67080
O  1.78080  -0.49720  0.95310
C  0.91710  -1.30120  3.01360
P  -0.43980  -0.13480  2.59730
C  -1.95170  -1.08860  2.91980
C  -2.00410  -1.99760  3.97150
C  -3.14940  -2.73960  4.18590
C  -4.25960  -2.55790  3.37920
C  -4.21990  -1.63630  2.34530
C  -3.06890  -0.90230  2.11140
C  -0.40520  1.06790  3.96310
C  0.78100  1.76350  4.18950
C  0.85240  2.70890  5.19540
C  -0.27150  2.99020  5.95700
C  -1.46090  2.32630  5.71380
C  -1.53410  1.36890  4.71690
H  1.61240  -0.85680  3.73020
H  0.56050  -2.26020  3.39460
H  -1.15880  -2.12160  4.63130
H  -3.18120  -3.45770  4.98850
H  -5.16120  -3.11880  3.56700
H  -5.08900  -1.48230  1.72440
H  -3.02340  -0.18940  1.29680
H  1.64710  1.56130  3.56960
H  1.78500  3.21740  5.39110
H  -0.22570  3.72640  6.74400
H  -2.33210  2.55450  6.30800
H  -2.45720  0.84120  4.53050
C  2.38820  -0.73870  -1.90900
C  1.17530  -0.15820  -2.54770
C  1.02960  -0.12190  -3.94690
C  -0.03430  0.51400  -4.53580
C  -1.00340  1.12940  -3.71560
C  -2.12320  1.87630  -4.14860
Br  -2.41690  2.14930  -6.00880
C  -3.00030  2.44070  -3.24510
C  -2.81990  2.25120  -1.87920
Br  -4.00290  2.99970  -0.60490
C  -1.76130  1.48960  -1.37730
O  -1.55280  1.23770  -0.12820
C  -0.82290  0.97960  -2.31960
N  0.24080  0.35760  -1.75930
H  3.10630  -1.07930  -2.65020
H  2.12570  -1.56400  -1.24200
H  2.84660  0.02230  -1.27540
H  1.78780  -0.58570  -4.55740
H  -0.13740  0.53500  -5.61090
H  -3.83440  3.02690  -3.60330
N  0.45830  4.95840  0.61790
C  0.16250  3.69790  0.93840
S  1.18280  2.48020  0.32980
N  -0.85740  3.41190  1.74650
C  -1.55420  4.30680  2.58430
C  -0.90300  5.38350  3.18080
C  -1.61240  6.24880  3.99390
C  -2.95670  6.03070  4.24270
C  -3.58640  4.92520  3.69440
C  -2.89270  4.06070  2.86720
H  1.23200  5.11020  -0.00590
H  -0.14530  5.72240  0.88000
H  -1.21110  2.45820  1.70830
H  0.15820  5.52810  3.04650
H  -1.11210  7.09660  4.43440
H  -3.50920  6.71170  4.87080
H  -4.62760  4.73690  3.90200
H  -3.38740  3.20840  2.42740
C  -2.03360  -4.16730  0.50720
As  -0.62430  -3.16120  -0.38180
C  -1.14780  -2.94590  -2.25340
C  0.88960  -4.38720  -0.40230
O  -0.61060  -1.68350  0.35320
H  -2.06520  -5.18280  0.11680
H  -3.00020  -3.68420  0.36180
H  -1.80330  -4.19200  1.57330
H  -1.56350  -3.88210  -2.62190
H  -0.28610  -2.68200  -2.86900
H  -1.90760  -2.16670  -2.32460
H  0.60880  -5.21430  -1.05290
H  1.06260  -4.73950  0.61250
H  1.80020  -3.91560  -0.76030

> Which of these has the highest charge?

C34H35As2Br2N4O2Re